{
  "formula": "CH3NO3",
  "method": "ωB97M-V/def2-TZVPD",
  "relative_energy_ev": 3.737,
  "orbital_gap_ev": [9.242, 9.243],
  "e_lumo_ev": [0.265, 0.265],
  "homo_ev": [-9.0, -9.0],
  "symbols": ["C", "N", "O", "O", "O", "H", "H", "H"],
  "coordinates": [[-0.322451, 0.739337, 0.379224], [0.898607, -0.915434, -0.063081], [2.035593, -0.799263, 0.193985], [0.207211, -1.758301, -0.513353], [-1.070170, 0.831059, -0.699228], [-0.792928, 0.709704, 1.404825], [0.631344, 1.204300, 0.212180], [-1.587205, -0.011403, -0.914552]],
  "forces_ev_per_angstrom": [[2.3, -1.7, 0.2], [-4.2, 4.3, 2.1], [2.2, -0.9, -0.1], [0.0, -2.3, -1.3], [-1.7, -1.5, -1.2], [0.7, -0.5, -1.1], [-0.1, 1.1, 0.7], [0.8, 1.4, 0.7]]
}